# 1
C22H26N6O2S | ωB97M-V/def2-TZVPD

Geometry as XYZ:
```
57
Properties=species:S:1:pos:R:3
C -6.453 3.205 3.533
C -5.178 2.434 3.453
C -4.305 2.326 4.496
C -3.082 1.583 4.410
O -2.243 1.419 5.266
N -2.921 0.999 3.122
C -3.851 1.166 2.147
N -4.944 1.840 2.255
S -3.354 0.324 0.700
C -1.895 -0.191 1.602
N -1.843 0.253 2.806
N -1.001 -1.031 1.069
C 0.244 -1.260 1.775
H 0.502 -2.318 1.659
C 1.353 -0.381 1.194
H 1.096 0.668 1.348
H 2.289 -0.579 1.718
C 1.497 -0.644 -0.310
C 2.525 0.313 -0.909
O 2.191 1.391 -1.358
N 3.830 -0.064 -0.880
C 4.353 -1.347 -0.475
H 5.350 -1.167 -0.060
C 4.447 -2.278 -1.718
N 4.332 -1.495 -2.930
C 3.087 -1.388 -3.553
C 2.280 -2.524 -3.688
C 1.053 -2.458 -4.317
C 0.597 -1.264 -4.850
C 1.403 -0.143 -4.759
C 2.629 -0.199 -4.124
H 3.209 0.706 -4.064
H 1.071 0.796 -5.175
H -0.365 -1.212 -5.335
H 0.452 -3.352 -4.398
H 2.620 -3.480 -3.320
C 5.208 -0.345 -2.862
H 5.240 0.150 -3.832
C 4.765 0.635 -1.742
H 5.624 0.973 -1.156
H 4.244 1.507 -2.140
H 6.211 -0.727 -2.649
H 3.658 -3.025 -1.684
H 5.411 -2.799 -1.722
H 3.744 -1.792 0.309
H 1.794 -1.682 -0.482
C 0.149 -0.410 -0.998
H -0.116 0.644 -0.908
C -0.927 -1.281 -0.352
H -0.682 -2.340 -0.491
H -1.901 -1.089 -0.805
H 0.228 -0.646 -2.060
H 0.085 -1.037 2.829
H -4.504 2.802 5.442
H -7.290 2.547 3.309
H -6.584 3.640 4.519
H -6.448 3.993 2.783
```

Gap between HOMO and LUMO, eV: 8.5386
SMILES: Cc1cc(=O)n2nc(N3CCC(C(=O)N4CCN(c5ccccc5)CC4)CC3)sc2n1
E, eV: -47107.4767
ΔE to the lowest compared entry with this formula, charge and spin, kJ/mol: 9.0
Maximum force, eV/A: 1.3
Highest occupied orbital energy, eV: -8.084



# 2
C22H27BF4N4Pt | ωB97M-V/def2-TZVPD

Geometry as XYZ:
```
59
Properties=species:S:1:pos:R:3
Pt -0.580 -0.892 0.245
C 1.338 1.196 2.944
C 1.837 1.614 1.558
C 0.789 2.083 0.550
N -0.352 1.187 0.374
C -1.417 1.719 -0.134
C -1.479 3.076 -0.778
C -2.463 3.976 -0.679
C -3.643 3.842 0.133
C -4.266 2.689 0.401
C -3.883 1.382 -0.074
C -2.651 0.878 -0.277
N -2.284 -0.362 -0.665
C -2.684 -0.630 -2.054
C -1.559 -1.339 -2.829
C -0.184 -0.658 -2.719
N 0.426 -1.102 -1.491
C 1.683 -1.088 -1.235
C 2.687 -0.417 -2.111
C 3.938 -0.805 -2.376
C 4.560 -2.019 -1.926
C 4.285 -2.662 -0.787
C 3.330 -2.279 0.222
C 2.144 -1.651 0.103
N 1.179 -1.381 1.023
C 1.551 -1.336 2.429
C 0.735 -0.211 3.096
H 0.618 1.935 3.316
H 2.199 1.248 3.624
H 2.482 0.852 1.118
H 2.513 2.467 1.710
H 1.293 2.226 -0.414
H 0.455 3.069 0.898
H -0.608 3.291 -1.384
H -2.355 4.917 -1.208
H -4.051 4.764 0.534
H -5.161 2.699 1.014
H -4.704 0.681 -0.203
H -2.939 0.276 -2.623
H -3.579 -1.265 -2.087
H -1.853 -1.370 -3.886
H -1.485 -2.382 -2.495
H -0.283 0.432 -2.751
H 0.416 -0.971 -3.581
H 2.295 0.487 -2.562
H 4.530 -0.192 -3.046
H 5.324 -2.427 -2.580
H 4.832 -3.570 -0.554
H 3.566 -2.663 1.211
H 2.613 -1.156 2.634
H 1.294 -2.285 2.917
H 0.673 -0.423 4.171
H -0.300 -0.211 2.731
F -1.516 -2.152 1.403
B -2.213 -3.092 2.266
F -3.138 -3.884 1.472
F -1.248 -3.971 2.906
F -2.950 -2.360 3.283
H 0.243 0.218 -0.775
```

Gap between HOMO and LUMO, eV: 6.1066
E, eV: -44002.9973
Maximum force, eV/A: 4.4
Highest occupied orbital energy, eV: -7.318



# 3
C22H27BeCl2N3O2P | ωB97M-V/def2-TZVPD

Geometry as XYZ:
```
58
Properties=species:S:1:pos:R:3
Be 0.936 -0.795 1.038
Cl 6.968 -0.587 4.323
C 5.457 -0.364 3.515
C 5.003 0.950 3.275
C 3.814 1.182 2.642
Cl 3.273 2.792 2.346
C 2.993 0.108 2.205
O 1.871 0.336 1.616
C 3.478 -1.206 2.451
C 2.710 -2.314 2.039
O 1.613 -2.251 1.428
C 4.711 -1.427 3.113
H 5.609 1.786 3.597
H 3.091 -3.315 2.261
H 5.051 -2.440 3.291
C -3.551 -3.540 0.913
C -2.130 -3.962 1.211
N -1.261 -2.804 1.067
C -1.620 -1.542 1.427
N -0.683 -0.613 1.433
C -1.031 0.766 1.814
C -2.481 1.082 1.519
C -3.347 0.019 2.156
N -2.918 -1.303 1.708
C -3.907 -2.375 1.812
H -4.240 -4.366 1.089
H -3.638 -3.243 -0.134
H -1.789 -4.729 0.517
H -2.066 -4.376 2.223
H -0.268 -2.975 1.046
H -0.376 1.442 1.269
H -0.817 0.912 2.877
H -2.645 1.097 0.439
H -2.741 2.064 1.912
H -4.392 0.135 1.870
H -3.295 0.080 3.248
H -4.870 -1.952 1.525
H -3.993 -2.704 2.853
C 2.661 -0.246 -1.949
P 1.024 -0.542 -1.209
C 0.321 -1.875 -2.227
C 0.066 0.941 -1.619
C 0.586 2.194 -1.288
C -0.157 3.342 -1.510
C -1.429 3.252 -2.060
C -1.955 2.012 -2.387
C -1.213 0.859 -2.164
H 3.156 0.578 -1.438
H 2.576 -0.014 -3.010
H 3.273 -1.140 -1.821
H 0.257 -1.588 -3.276
H -0.668 -2.146 -1.860
H 0.964 -2.751 -2.133
H 1.571 2.277 -0.842
H 0.258 4.308 -1.255
H -2.007 4.149 -2.237
H -2.943 1.939 -2.823
H -1.636 -0.101 -2.431
```

Gap between HOMO and LUMO, eV: 7.5129
Net charge: +1
E, eV: -66553.1477
Maximum force, eV/A: 0.1
Highest occupied orbital energy, eV: -10.996



# 4
C22H27BrN5O2Ru | ωB97M-V/def2-TZVPD

Geometry as XYZ:
```
58
Properties=species:S:1:pos:R:3
Ru -0.404 0.734 -0.131
C 1.538 0.446 3.957
C 1.172 0.449 2.512
N -0.030 0.473 2.078
C -1.194 0.642 2.946
C -2.472 0.349 2.164
N -2.486 1.006 0.840
C -2.936 2.403 0.774
C -2.703 2.911 -0.641
N -1.256 2.837 -0.950
C -0.868 3.086 -2.367
C -0.276 1.832 -3.010
N 0.666 1.288 -2.046
C 1.938 1.328 -2.078
C 2.797 1.755 -3.219
C 2.602 0.876 -0.806
C 3.912 0.436 -0.714
C 4.369 -0.024 0.514
C 3.524 -0.026 1.617
C 2.231 0.441 1.448
N 1.814 0.895 0.268
H 1.027 1.263 4.470
H 2.605 0.557 4.116
H 1.207 -0.485 4.425
H -1.188 1.670 3.322
H -1.149 -0.020 3.814
H -3.338 0.640 2.762
H -2.540 -0.722 1.975
H -3.059 0.441 0.219
H -2.356 2.998 1.485
H -3.989 2.502 1.047
H -3.073 3.934 -0.738
H -3.242 2.296 -1.366
H -0.799 3.551 -0.390
H -0.110 3.869 -2.373
H -1.718 3.454 -2.944
H 0.158 2.064 -3.982
H -1.050 1.075 -3.163
H 2.224 2.176 -4.039
H 3.348 0.892 -3.601
H 3.532 2.488 -2.883
H 4.562 0.432 -1.578
H 5.382 -0.390 0.611
H 3.868 -0.401 2.570
Br -3.004 -5.967 1.618
C -1.788 -5.225 0.385
C -1.032 -6.055 -0.431
C -0.134 -5.500 -1.332
C 0.026 -4.126 -1.409
C -0.748 -3.308 -0.594
C -1.666 -3.850 0.298
C -0.589 -1.843 -0.646
O 0.547 -1.302 -0.711
O -1.605 -1.063 -0.573
H -1.148 -7.128 -0.363
H 0.446 -6.150 -1.972
H 0.738 -3.693 -2.099
H -2.282 -3.211 0.916
```

Gap between HOMO and LUMO (spin up / spin down), eV: 6.8185 / 5.6555
Net charge: +2
E, eV: -107408.0280
ΔE to the lowest compared entry with this formula, charge and spin, kJ/mol: 0.0
Maximum force, eV/A: 0.7
Highest occupied orbital energy (spin up / spin down), eV: -13.339 / -13.337
Spin multiplicity: 6



# 5
C22H27Cl2N6PtS | ωB97M-V/def2-TZVPD

Geometry as XYZ:
```
59
Properties=species:S:1:pos:R:3
Pt 0.859 0.308 -0.197
C 0.172 4.018 1.599
C -0.274 3.119 0.477
C -1.484 2.442 0.553
C -2.419 2.732 1.695
C -1.835 1.492 -0.437
C -3.065 0.641 -0.271
C -1.046 1.349 -1.597
C -1.549 0.582 -2.797
C 0.182 2.050 -1.691
C 0.977 2.025 -2.975
C 0.557 2.951 -0.657
C 1.760 3.825 -0.840
H -0.115 5.057 1.411
H 1.254 3.980 1.716
H -0.267 3.713 2.545
H -2.074 2.251 2.617
H -3.434 2.403 1.489
H -2.456 3.802 1.894
H -3.945 1.131 -0.698
H -3.267 0.449 0.781
H -2.939 -0.321 -0.762
H -1.050 -0.385 -2.905
H -1.369 1.156 -3.704
H -2.618 0.402 -2.736
H 0.653 2.841 -3.629
H 0.843 1.092 -3.514
H 2.040 2.152 -2.783
H 2.665 3.302 -0.516
H 1.675 4.738 -0.256
H 1.888 4.106 -1.883
N 2.741 -3.160 1.616
C 3.235 -2.128 1.421
N 3.776 -0.969 1.176
C 3.189 0.100 0.849
N 2.791 1.148 0.440
Cl -0.848 -4.197 -0.226
C 0.607 -3.937 -1.101
C 1.287 -4.994 -1.645
C 2.442 -4.769 -2.392
C 2.913 -3.473 -2.609
C 2.244 -2.408 -2.072
Cl 2.809 -0.803 -2.322
C 1.060 -2.582 -1.261
N 0.443 -1.573 -0.710
H 0.918 -5.999 -1.494
H 2.976 -5.607 -2.818
H 3.803 -3.303 -3.199
C -2.809 -2.215 3.625
N -1.973 -1.169 3.053
C -0.698 -1.327 2.704
N -0.151 -2.517 2.762
S 0.195 0.109 2.297
H -3.785 -1.794 3.846
H -2.381 -2.597 4.553
H -2.943 -3.037 2.921
H -2.322 -0.228 3.023
H -0.681 -3.320 3.062
H 0.842 -2.655 2.575
```

Gap between HOMO and LUMO (spin up / spin down), eV: 8.9044 / 5.6160
Net charge: +1
E, eV: -71310.5338
Maximum force, eV/A: 1.7
Highest occupied orbital energy (spin up / spin down), eV: -10.986 / -11.289
Spin multiplicity: 5



# 6
C22H27Cl54FNO4S2 | ωB97M-V/def2-TZVPD

Geometry as XYZ:
```
111
Properties=species:S:1:pos:R:3
C -1.371 -2.303 1.090
C -0.443 -1.197 0.785
O -0.568 -0.377 -0.061
O 0.695 -1.127 1.599
C 1.597 -2.213 1.411
C 2.918 -1.753 1.953
N 3.577 -0.818 0.938
S 4.066 0.762 1.715
S 4.974 -1.551 0.140
O 4.813 -2.940 0.291
O 5.072 -0.955 -1.126
F 6.093 -1.066 1.044
H -2.246 -2.265 0.458
H -1.594 -2.322 2.149
H -0.860 -3.242 0.861
H 1.277 -3.099 1.956
H 1.677 -2.440 0.345
H 2.820 -1.249 2.906
H 3.537 -2.627 2.130
H 2.890 -0.587 0.204
H 2.899 1.025 2.328
C -1.178 0.556 3.999
Cl -2.175 -0.889 4.193
Cl -2.172 1.977 3.715
Cl -0.125 0.783 5.399
H -0.545 0.412 3.134
C -5.137 -4.319 -0.390
Cl -6.064 -2.852 -0.702
Cl -4.062 -4.693 -1.739
Cl -4.226 -4.172 1.119
H -5.837 -5.144 -0.284
C 3.594 1.893 -3.339
Cl 2.166 0.921 -2.917
Cl 3.485 2.496 -4.986
Cl 3.784 3.229 -2.216
H 4.466 1.257 -3.269
C -4.616 -3.818 5.256
Cl -3.060 -4.153 4.470
Cl -4.423 -2.588 6.504
Cl -5.822 -3.328 4.076
H -4.946 -4.730 5.731
C -5.487 -8.405 -1.255
Cl -6.432 -6.951 -1.596
Cl -4.382 -8.753 -2.579
Cl -4.612 -8.220 0.267
H -6.172 -9.235 -1.155
C -3.465 1.409 -1.746
Cl -4.497 0.173 -1.028
Cl -3.816 1.630 -3.469
Cl -3.607 2.937 -0.876
H -2.447 1.070 -1.660
C -3.424 -4.983 9.133
Cl -4.420 -5.961 8.042
Cl -4.279 -4.673 10.639
Cl -1.879 -5.770 9.423
H -3.237 -4.035 8.649
C 6.459 6.480 -3.184
Cl 5.716 5.098 -3.980
Cl 6.272 7.922 -4.174
Cl 5.759 6.721 -1.577
H 7.515 6.283 -3.062
C 9.377 3.769 -5.954
Cl 8.574 2.387 -5.195
Cl 9.256 3.676 -7.705
Cl 8.696 5.283 -5.359
H 10.423 3.737 -5.683
C 2.495 8.600 -6.165
Cl 1.578 9.452 -4.928
Cl 4.074 9.353 -6.378
Cl 2.663 6.887 -5.761
H 1.960 8.675 -7.102
C -8.597 1.978 -2.430
Cl -9.165 2.915 -1.051
Cl -6.869 2.198 -2.679
Cl -8.968 0.259 -2.215
H -9.116 2.324 -3.313
C -0.071 13.216 -6.253
Cl 1.265 12.227 -6.838
Cl -0.417 12.851 -4.561
Cl 0.274 14.930 -6.467
H -0.950 12.974 -6.835
C 0.505 -9.174 7.977
Cl 1.488 -8.295 6.798
Cl 0.969 -8.747 9.621
Cl -1.209 -8.859 7.721
H 0.680 -10.231 7.835
C 3.480 -5.714 -0.926
Cl 2.777 -5.062 -2.406
Cl 2.276 -5.727 0.378
Cl 4.138 -7.319 -1.186
H 4.286 -5.062 -0.626
C -11.955 0.278 -0.032
Cl -12.976 -1.159 0.036
Cl -12.918 1.715 -0.373
Cl -11.047 0.472 1.468
H -11.246 0.149 -0.838
C 5.535 11.655 -3.842
Cl 4.260 12.710 -4.443
Cl 6.887 11.588 -4.980
Cl 6.084 12.171 -2.248
H 5.127 10.656 -3.750
C 0.135 -9.486 13.554
Cl 1.294 -10.812 13.589
Cl 0.845 -8.054 12.803
Cl -1.341 -9.961 12.715
H -0.123 -9.235 14.573
C 4.199 2.019 -9.194
Cl 5.884 2.108 -9.702
Cl 3.807 3.349 -8.099
Cl 3.118 2.013 -10.583
H 4.060 1.092 -8.655
```

Gap between HOMO and LUMO, eV: 7.3056
Net charge: +1
E, eV: -733520.5465
ΔE to the lowest compared entry with this formula, charge and spin, kJ/mol: 41.0
Maximum force, eV/A: 2.2
Highest occupied orbital energy, eV: -11.936



# 7
C22H27ClIN2O2P | ωB97M-V/def2-TZVPD

Geometry as XYZ:
```
56
Properties=species:S:1:pos:R:3
C 1.646 -1.991 1.570
C 2.912 -2.157 0.720
C 2.831 -3.007 -0.559
I 0.877 -3.160 -1.433
N 3.445 -4.336 -0.436
Cl 5.160 -4.214 -0.576
C 2.974 -5.177 0.579
O 1.807 -5.332 0.805
O 3.950 -5.852 1.251
P 4.196 -5.577 2.841
N 4.197 -6.826 3.746
H 1.928 -1.569 2.542
H 1.136 -2.942 1.748
H 0.955 -1.280 1.107
H 3.729 -2.550 1.340
H 3.235 -1.156 0.404
H 3.380 -2.510 -1.358
H 5.370 -4.809 2.831
H 3.160 -4.668 3.080
H 5.105 -6.988 4.171
C -2.504 2.369 -0.855
C -3.120 2.425 0.388
C -3.046 1.341 1.252
C -2.351 0.200 0.873
C -1.735 0.144 -0.370
C -1.812 1.227 -1.234
H -2.567 3.213 -1.530
H -3.662 3.315 0.683
H -3.531 1.385 2.218
H -2.292 -0.646 1.545
H -1.191 -0.745 -0.663
H -1.334 1.180 -2.205
C 5.045 1.529 -0.617
C 6.120 2.398 -0.489
C 5.928 3.663 0.048
C 4.662 4.059 0.459
C 3.588 3.190 0.333
C 3.780 1.926 -0.207
H 5.195 0.543 -1.039
H 7.107 2.089 -0.808
H 6.765 4.342 0.145
H 4.514 5.045 0.879
H 2.601 3.497 0.654
H 2.939 1.250 -0.310
C -8.566 1.281 -1.856
C -7.337 1.108 -1.235
C -6.360 2.088 -1.340
C -6.616 3.245 -2.063
C -7.845 3.420 -2.683
C -8.820 2.438 -2.581
H -9.327 0.516 -1.775
H -7.139 0.207 -0.669
H -5.401 1.951 -0.860
H -5.855 4.011 -2.144
H -8.044 4.323 -3.247
H -9.778 2.573 -3.067
```

Gap between HOMO and LUMO, eV: 9.2257
SMILES: CC[C@H](I)N(Cl)C(=O)O[PH2]=N.c1ccccc1.c1ccccc1.c1ccccc1
E, eV: -60237.4552
Maximum force, eV/A: 0.8
Highest occupied orbital energy, eV: -9.307



Which of these has the lowest maximum force? C22H27BeCl2N3O2P



The highest E belongs to which entry? C22H27BF4N4Pt



The lowest E belongs to which entry? C22H27Cl54FNO4S2